# 1
# C5H10N2O

A 2-piece molecular cluster, C5H10N2O overall (ωB97M-V/def2-TZVPD, the OMol25 dataset).

Calculated values
Energy, hartree: -381.19454
Molecular weight, g mol⁻¹: 114.15

CARTESIAN COORDINATES (ANGSTROEM)
C (-0.28, 0.85, -0.12)
C (-1.43, 0.34, 0.69)
C (-0.10, 2.24, -0.58)
C (0.27, -2.71, -0.35)
N (0.33, -0.22, -0.65)
C (-0.30, -1.37, -0.07)
O (1.72, 0.74, 0.90)
N (-1.32, -1.11, 0.65)
H (2.41, 1.27, 1.32)
H (1.38, -0.04, -0.41)
H (-1.37, 0.70, 1.72)
H (-2.39, 0.68, 0.28)
H (-0.85, 2.45, -1.36)
H (-0.25, 2.94, 0.24)
H (0.90, 2.37, -1.00)
H (-0.33, -3.48, 0.13)
H (1.30, -2.76, 0.03)
H (0.31, -2.89, -1.43)

# 2
# C5H10N2O2

C5H10N2O2 as an isolated structure (ωB97M-V/def2-TZVPD, the OMol25 dataset).

Calculated values
Energy, hartree: -456.42370
Molecular weight, g mol⁻¹: 130.15

CARTESIAN COORDINATES (ANGSTROEM)
C (0.76, 0.45, -2.11)
C (0.05, 1.63, -1.47)
N (-0.76, 1.30, -0.39)
O (0.22, 2.78, -1.81)
H (-1.32, 2.07, -0.05)
H (0.03, 0.59, 0.87)
H (0.20, -0.47, -1.98)
H (0.93, 0.66, -3.16)
H (1.73, 0.34, -1.61)
C (-1.22, -1.25, 1.50)
N (-1.62, -1.22, 0.30)
C (0.42, -0.22, 1.69)
C (1.44, -0.95, 1.22)
O (-1.43, -1.68, 2.59)
H (-2.32, -1.90, 0.02)
H (-1.24, 0.36, -0.37)
H (0.45, 0.13, 2.72)
H (1.43, -1.35, 0.21)
H (2.26, -1.29, 1.85)

# 3
# C5H10N2O2

C5H10N2O2 in the gas phase (ωB97M-V/def2-TZVPD, the OMol25 dataset).

Calculated values
Energy, hartree: -456.53974
Molecular weight, g mol⁻¹: 130.15

CARTESIAN COORDINATES (ANGSTROEM)
C (3.03, -0.33, 1.98)
N (2.27, 0.08, 0.84)
C (0.92, 0.29, 0.87)
O (0.30, 0.03, 1.89)
C (0.17, 0.76, -0.38)
N (-1.24, 0.40, -0.44)
C (-1.82, -0.11, -1.60)
C (-3.25, -0.57, -1.53)
O (-1.17, -0.10, -2.63)
H (2.99, 0.48, 2.75)
H (4.09, -0.43, 1.69)
H (2.69, -1.33, 2.37)
H (2.73, 0.19, -0.05)
H (0.73, 0.43, -1.23)
H (0.28, 1.86, -0.40)
H (-1.79, 0.34, 0.40)
H (-3.82, 0.21, -1.03)
H (-3.69, -0.73, -2.54)
H (-3.41, -1.48, -0.96)

# 4
# C5H10N2O2Ti

C5H10N2O2Ti as an isolated structure (ωB97M-V/def2-TZVPD, the OMol25 dataset).

Calculated values
Energy, hartree: -1305.12962
Molecular weight, g mol⁻¹: 178.01
Charge: +2

CARTESIAN COORDINATES (ANGSTROEM)
C (-1.69, -1.36, 0.63)
C (-0.74, -0.20, 0.72)
N (0.14, -0.20, 1.65)
C (-0.84, 0.93, -0.22)
C (0.30, 0.96, -1.27)
N (0.62, -0.35, -1.83)
O (1.43, 1.63, -0.74)
C (2.32, 0.81, -0.09)
O (2.52, 0.95, 1.05)
H (-1.95, -1.60, -0.40)
H (-2.57, -1.06, 1.20)
H (-1.29, -2.24, 1.13)
H (0.09, -1.08, 2.21)
H (-0.74, 1.85, 0.36)
H (-1.80, 0.91, -0.72)
H (-0.05, 1.59, -2.08)
H (0.89, -0.20, -2.79)
H (-0.23, -0.91, -1.88)
H (2.86, 0.05, -0.65)
Ti (0.73, -0.50, 3.71)

# 5
# C5H10N2O3

C5H10N2O3 in the gas phase (ωB97M-V/def2-TZVPD, the OMol25 dataset).

Calculated values
Energy, hartree: -531.76404
Molecular weight, g mol⁻¹: 146.15

CARTESIAN COORDINATES (ANGSTROEM)
C (0.50, -1.72, -1.73)
C (0.51, -0.68, -0.63)
N (-0.83, -0.65, -0.17)
C (-1.37, 0.06, 0.87)
O (-2.52, 0.42, 0.83)
C (-0.45, 0.44, 2.01)
N (-0.66, 1.88, 2.41)
C (0.92, 0.76, -1.14)
O (0.22, 1.70, -0.92)
O (2.11, 0.84, -1.75)
H (1.46, -2.03, -2.16)
H (-0.04, -2.60, -1.43)
H (-0.05, -1.32, -2.58)
H (1.23, -0.95, 0.17)
H (-1.49, -0.55, -0.92)
H (0.56, 0.14, 1.77)
H (-0.76, -0.19, 2.86)
H (-1.64, 1.99, 2.46)
H (-0.34, 2.41, 1.55)
H (2.64, 0.06, -1.48)

# 6
# C5H10N2O3S

C5H10N2O3S in the gas phase (ωB97M-V/def2-TZVPD, the OMol25 dataset).

Calculated values
Energy, hartree: -929.99378
Molecular weight, g mol⁻¹: 178.21

CARTESIAN COORDINATES (ANGSTROEM)
N (1.67, -1.36, -0.82)
C (2.10, -0.37, 0.10)
O (3.23, -0.23, 0.55)
N (1.02, 0.36, 0.54)
C (-0.23, 0.60, -0.12)
C (-1.50, 0.32, 0.67)
C (-1.50, -1.06, 1.28)
S (-1.50, -2.45, 0.06)
C (-0.25, 2.03, -0.58)
O (0.49, 2.91, -0.20)
O (-1.22, 2.29, -1.45)
H (0.71, -1.72, -0.66)
H (2.34, -2.14, -0.86)
H (1.30, 1.03, 1.22)
H (-0.29, -0.01, -1.02)
H (-1.62, 1.03, 1.49)
H (-2.35, 0.43, -0.01)
H (-0.53, -1.24, 1.78)
H (-2.27, -1.16, 2.04)
H (-2.57, -2.02, -0.62)
H (-1.17, 3.26, -1.64)

# 7
# C5H10N2O3S

A 2-piece molecular cluster, C5H10N2O3S overall (ωB97M-V/def2-TZVPD, the OMol25 dataset).

Calculated values
Energy, hartree: -929.86804
Molecular weight, g mol⁻¹: 178.21

CARTESIAN COORDINATES (ANGSTROEM)
C (1.76, 0.31, 1.06)
C (1.31, -0.96, 0.80)
C (0.48, 0.44, -0.66)
C (1.32, 2.54, 0.40)
C (-0.14, -2.03, -0.91)
N (1.19, 1.18, 0.18)
N (0.55, -0.87, -0.34)
O (-1.51, 0.85, 0.13)
O (-2.11, -1.32, 0.97)
O (-3.53, -0.48, -0.81)
S (-2.63, 0.00, 0.61)
H (2.14, 0.63, 1.90)
H (1.41, -1.96, 1.26)
H (0.04, 0.91, -1.49)
H (1.58, 3.09, -0.55)
H (0.33, 2.85, 0.68)
H (1.99, 2.77, 1.19)
H (-1.04, -2.09, -0.34)
H (-0.45, -1.81, -1.89)
H (0.33, -3.02, -0.80)
H (-3.01, -1.04, -1.39)

# 8
# C5H10N2OS

C5H10N2OS in the gas phase (ωB97M-V/def2-TZVPD, the OMol25 dataset).

Calculated values
Energy, hartree: -779.21170
Molecular weight, g mol⁻¹: 146.22

CARTESIAN COORDINATES (ANGSTROEM)
C (3.23, -1.20, -1.43)
C (2.43, -0.27, -1.05)
C (-1.51, 1.03, 1.13)
C (-2.91, 0.86, 1.58)
C (0.38, 0.29, 0.11)
N (1.20, -2.00, -0.45)
N (1.26, -0.66, -0.42)
O (-0.77, 0.01, 0.68)
S (-4.11, 1.37, -0.01)
H (4.12, -0.80, -1.94)
H (3.19, -2.23, -1.30)
H (2.54, 0.83, -1.45)
H (-1.18, 2.02, 0.91)
H (-3.15, 1.65, 2.32)
H (-3.28, -0.10, 1.81)
H (0.65, 1.35, -0.11)
H (1.39, -2.49, 0.37)
H (0.16, -2.33, -0.61)
H (-3.63, 2.68, -0.14)

# 9
# C5H10N2S

C5H10N2S in the gas phase (ωB97M-V/def2-TZVPD, the OMol25 dataset).

Calculated values
Energy, hartree: -704.06905
Molecular weight, g mol⁻¹: 130.22

CARTESIAN COORDINATES (ANGSTROEM)
C (-0.77, -1.33, 2.04)
C (-0.64, -1.20, 0.55)
C (0.10, -0.41, -0.14)
C (-0.30, -0.02, -1.55)
N (-0.80, 1.39, -1.73)
C (1.40, 0.12, 0.40)
N (1.61, 1.26, -0.28)
S (2.58, -0.26, 1.63)
H (-1.92, -1.24, 2.43)
H (-0.14, -2.13, 2.29)
H (-0.08, -0.56, 2.38)
H (-1.35, -1.76, 0.07)
H (0.65, -0.14, -2.30)
H (-1.03, -0.71, -2.12)
H (-1.37, 1.73, -0.82)
H (-1.17, 1.65, -2.65)
H (0.98, 1.70, -0.78)
H (2.25, 1.92, 0.58)

# 10
# C5H10N2S

A 2-piece molecular cluster, C5H10N2S overall (ωB97M-V/def2-TZVPD, the OMol25 dataset).

Calculated values
Energy, hartree: -704.12323
Molecular weight, g mol⁻¹: 130.22

CARTESIAN COORDINATES (ANGSTROEM)
C (-0.58, 0.79, -1.04)
C (1.95, -0.92, -0.75)
C (-2.48, -1.05, 0.04)
C (1.47, 0.16, 0.22)
C (-0.04, 0.30, 0.17)
N (-0.99, 1.16, -2.04)
N (-0.33, 2.08, 1.30)
S (-0.92, -0.99, 0.97)
H (1.57, -1.90, -0.46)
H (1.62, -0.70, -1.76)
H (3.04, -0.96, -0.74)
H (-2.29, -1.33, -0.99)
H (-2.98, -0.09, 0.09)
H (-3.08, -1.81, 0.53)
H (1.76, -0.10, 1.24)
H (1.93, 1.11, -0.05)
H (-0.18, 1.68, 2.22)
H (0.51, 2.58, 1.04)

# 11
# C5H10N2S

C5H10N2S as an isolated structure (ωB97M-V/def2-TZVPD, the OMol25 dataset).

Calculated values
Energy, hartree: -704.16182
Molecular weight, g mol⁻¹: 130.22

CARTESIAN COORDINATES (ANGSTROEM)
C (0.38, 1.40, -0.70)
C (-0.83, 0.76, 0.02)
C (-1.02, -0.51, -0.93)
C (1.08, 0.09, -0.26)
C (0.18, 0.17, 1.02)
H (1.11, 2.34, -2.30)
H (0.35, 0.93, -2.69)
H (0.79, 2.20, -0.08)
H (-1.75, 1.25, 0.30)
H (-1.67, -1.31, -0.59)
H (-1.50, -0.14, -1.88)
H (0.58, -1.81, -0.65)
H (2.15, 0.06, -0.18)
H (0.47, 0.87, 1.77)
H (0.71, -1.26, 2.85)
N (0.33, 1.76, -2.03)
N (0.40, -0.91, -1.13)
S (-0.31, -1.29, 1.92)

# 12
# C5H10N3

An isolated ion of composition C5H10N3 and charge +1 (ωB97M-V/def2-TZVPD, the OMol25 dataset).

Calculated values
Energy, hartree: -360.52484
Molecular weight, g mol⁻¹: 112.16
Charge: +1

CARTESIAN COORDINATES (ANGSTROEM)
C (-1.85, -1.07, 0.27)
C (-1.23, 0.06, -0.50)
N (-1.46, 1.43, 0.05)
C (0.42, -0.01, -0.20)
N (1.17, 1.09, 0.03)
C (2.48, 0.70, 0.21)
C (2.55, -0.68, 0.00)
N (1.27, -1.08, -0.17)
H (-1.56, -1.29, 1.34)
H (-2.92, -0.69, 0.33)
H (-1.95, -1.94, -0.29)
H (-1.49, 0.13, -1.50)
H (-2.14, 1.84, -0.58)
H (-1.93, 1.52, 0.95)
H (1.01, 2.04, -0.23)
H (3.20, 1.36, 0.53)
H (3.32, -1.35, -0.17)
H (1.13, -2.07, -0.06)

Question: The lowest molecular weight belongs to which entry?
Answer: C5H10N3

What did the fifth record say?
# C5H10N2O3

C5H10N2O3 in the gas phase (ωB97M-V/def2-TZVPD, the OMol25 dataset).

Calculated values
Energy, hartree: -531.76404
Molecular weight, g mol⁻¹: 146.15

CARTESIAN COORDINATES (ANGSTROEM)
C (0.50, -1.72, -1.73)
C (0.51, -0.68, -0.63)
N (-0.83, -0.65, -0.17)
C (-1.37, 0.06, 0.87)
O (-2.52, 0.42, 0.83)
C (-0.45, 0.44, 2.01)
N (-0.66, 1.88, 2.41)
C (0.92, 0.76, -1.14)
O (0.22, 1.70, -0.92)
O (2.11, 0.84, -1.75)
H (1.46, -2.03, -2.16)
H (-0.04, -2.60, -1.43)
H (-0.05, -1.32, -2.58)
H (1.23, -0.95, 0.17)
H (-1.49, -0.55, -0.92)
H (0.56, 0.14, 1.77)
H (-0.76, -0.19, 2.86)
H (-1.64, 1.99, 2.46)
H (-0.34, 2.41, 1.55)
H (2.64, 0.06, -1.48)

Copy entry 8 word for word.
# C5H10N2OS

C5H10N2OS in the gas phase (ωB97M-V/def2-TZVPD, the OMol25 dataset).

Calculated values
Energy, hartree: -779.21170
Molecular weight, g mol⁻¹: 146.22

CARTESIAN COORDINATES (ANGSTROEM)
C (3.23, -1.20, -1.43)
C (2.43, -0.27, -1.05)
C (-1.51, 1.03, 1.13)
C (-2.91, 0.86, 1.58)
C (0.38, 0.29, 0.11)
N (1.20, -2.00, -0.45)
N (1.26, -0.66, -0.42)
O (-0.77, 0.01, 0.68)
S (-4.11, 1.37, -0.01)
H (4.12, -0.80, -1.94)
H (3.19, -2.23, -1.30)
H (2.54, 0.83, -1.45)
H (-1.18, 2.02, 0.91)
H (-3.15, 1.65, 2.32)
H (-3.28, -0.10, 1.81)
H (0.65, 1.35, -0.11)
H (1.39, -2.49, 0.37)
H (0.16, -2.33, -0.61)
H (-3.63, 2.68, -0.14)